{
  "formula": "C22H21AuO3STe",
  "method": "ωB97M-V/def2-TZVPD",
  "lumo_ev": 4.35,
  "mol_weight_g_mol": 690.04,
  "largest_force_ev_per_a": 0.574,
  "charge": -2,
  "gap_ev": 4.050,
  "elements": ["C", "C", "C", "H", "C", "H", "H", "H", "H", "H", "H", "H", "C", "H", "C", "C", "H", "C", "H", "H", "O", "C", "C", "C", "H", "H", "H", "C", "C", "C", "H", "C", "H", "O", "C", "H", "C", "Au", "C", "H", "O", "Te", "C", "H", "S", "C", "C", "H", "C"],
  "positions_angstrom": [[-2.44497, -1.79362, -1.45497], [0.71391, -5.64079, -1.96934], [-4.38064, 0.64577, 5.24260], [-0.05953, -6.33020, -1.62189], [-2.18605, 4.29943, 0.81482], [-1.93561, -1.13716, -0.74368], [1.34509, -2.65708, -5.91457], [-0.82609, 3.60321, 2.32541], [1.36686, -5.43195, -1.11813], [1.31124, -6.15690, -2.72378], [1.38227, -4.30506, -4.24592], [-0.19316, -1.79860, -6.15807], [-2.01103, 2.01960, 1.49155], [-4.62232, 1.84149, 7.01170], [0.58243, -3.81268, -3.69847], [-2.83179, 2.34396, 5.93573], [-1.25735, -4.11866, -0.89291], [-4.00668, 1.63399, 6.14430], [1.08682, -1.04517, -5.22129], [-2.52407, 3.10874, 6.63976], [-2.35966, -0.77161, -4.95528], [0.60847, -2.00157, -5.44563], [0.11406, -4.37532, -2.52025], [-2.42989, 1.08761, 3.92250], [-3.11136, -1.18728, -2.07139], [-1.86855, 5.33235, 0.89594], [-3.04220, -2.50439, -0.87935], [0.06476, -2.61883, -4.18720], [-1.60968, 3.33693, 1.62779], [-3.13361, 3.93359, -0.13496], [-3.84754, -0.41158, 3.42742], [-2.94980, 1.63787, 0.55312], [-1.11558, 2.60347, 4.66731], [-1.84068, -0.57005, 2.03155], [-1.52552, -0.68455, -4.04662], [-5.29298, 0.08310, 5.40726], [-0.94997, -1.97544, -3.48452], [0.01404, 0.52441, -1.69903], [-2.04180, 2.06367, 4.83032], [-3.18397, 0.58648, 0.45450], [-1.09644, 0.41047, -3.55140], [1.17824, 0.76730, 0.52968], [-3.59341, 0.36634, 4.13609], [-3.55503, 4.68208, -0.79591], [-1.29638, 0.72402, 2.53940], [-0.89617, -3.71421, -1.83409], [-1.43127, -2.51552, -2.29084], [-4.21407, 2.31126, -1.03780], [-3.50957, 2.60522, -0.26952]],
  "lowdin_charge": [-0.06, -0.08, -0.10, 0.07, -0.10, 0.04, 0.06, 0.10, 0.08, 0.06, 0.10, 0.08, -0.43, 0.09, -0.03, -0.11, 0.11, -0.12, 0.09, 0.09, -0.01, -0.04, -0.29, -0.36, 0.08, 0.09, 0.07, -0.22, -0.11, -0.11, 0.10, -0.09, 0.10, -0.57, -0.69, 0.09, -0.10, 0.17, -0.10, 0.10, -0.22, -0.37, -0.07, 0.09, 0.72, -0.01, -0.22, 0.10, -0.08]
}